# 1
Molecular formula: C7H16N2
Method: DFT, wB97M-V/def2-TZVPD

Properties
**Structure (SMILES)**: [H]/N=C(/C)[C@@H](C)N.C=CC
**Net charge**: 0
**Relative energy (zero: lowest compared OMol25 entry of this formula, charge and spin)**: 1.518 eV
**2S+1**: 1
**Gap between HOMO and LUMO**: 10.2100 eV

Atoms and positions in Å:
C  0.161  -1.768  -1.178
C  -0.722  -3.005  -1.433
C  -0.180  -1.078  1.285
C  0.632  -1.813  0.270
N  -0.498  -0.512  -1.496
N  1.637  -2.460  0.662
H  1.047  -1.835  -1.824
H  -0.710  -0.472  -2.487
H  -1.376  -0.436  -0.993
H  2.162  -2.934  -0.071
H  -1.022  -3.045  -2.479
H  -1.618  -2.960  -0.815
H  -0.183  -3.917  -1.190
H  -0.123  -0.010  1.085
H  0.216  -1.284  2.275
H  -1.223  -1.386  1.238
C  0.033  4.025  1.565
C  -0.211  2.901  0.613
C  0.718  2.328  -0.130
H  -1.239  2.562  0.557
H  -0.242  3.728  2.577
H  -0.579  4.886  1.297
H  1.079  4.320  1.558
H  1.746  2.650  -0.087
H  0.496  1.513  -0.800

Table of Mulliken atomic charges, one value per atom, all in e:
1. C 0.089
2. C -1.276
3. C -1.006
4. C 0.649
5. N -0.531
6. N -0.764
7. H 0.343
8. H 0.245
9. H 0.228
10. H 0.244
11. H 0.379
12. H 0.303
13. H 0.363
14. H 0.038
15. H 0.384
16. H 0.306
17. C -1.106
18. C 0.180
19. C -0.724
20. H 0.328
21. H 0.260
22. H 0.287
23. H 0.306
24. H 0.193
25. H 0.281

=====

# 2
Molecular formula: C7H16N2
Method: DFT, wB97M-V/def2-TZVPD

Properties
**Net charge**: 0
**Relative energy (zero: lowest compared OMol25 entry of this formula, charge and spin)**: 5.403 eV
**2S+1**: 1
**Gap between HOMO and LUMO (alpha / beta)**: 6.5051 / 6.5123 eV

Atoms and positions in Å:
C  0.524  0.800  -0.240
C  0.651  -0.524  0.172
C  -1.476  -0.498  0.203
C  1.077  -0.906  1.558
C  -1.980  -0.694  -1.203
C  -2.165  0.570  1.006
N  0.606  1.867  0.578
C  2.862  -0.202  -1.794
N  2.765  0.148  -0.599
H  0.206  0.998  -1.257
H  0.681  -1.265  -0.615
H  -1.435  -1.440  0.749
H  1.204  1.795  1.387
H  0.551  2.787  0.173
H  0.490  -0.384  2.319
H  0.952  -1.977  1.718
H  2.133  -0.667  1.699
H  -2.117  0.261  -1.721
H  -1.296  -1.308  -1.801
H  -2.201  1.525  0.475
H  -2.949  -1.207  -1.219
H  -1.685  0.730  1.975
H  -3.207  0.293  1.220
H  1.984  -0.489  -2.437
H  3.825  -0.215  -2.347

Table of Mulliken atomic charges, one value per atom, all in e:
1. C -0.151
2. C 0.246
3. C 0.240
4. C -1.525
5. C -1.320
6. C -1.284
7. N -0.291
8. C -0.323
9. N -0.697
10. H 0.337
11. H 0.342
12. H 0.338
13. H 0.224
14. H 0.261
15. H 0.294
16. H 0.384
17. H 0.453
18. H 0.307
19. H 0.340
20. H 0.270
21. H 0.403
22. H 0.327
23. H 0.411
24. H 0.143
25. H 0.272

=====

# 3
Molecular formula: C7H16N2O
Method: DFT, wB97M-V/def2-TZVPD

Properties
**Structure (SMILES)**: CNC(C)=O.C1CCNC1
**Net charge**: 0
**Relative energy (zero: lowest compared OMol25 entry of this formula, charge and spin)**: 1.123 eV
**2S+1**: 1
**Gap between HOMO and LUMO**: 9.5005 eV

Atoms and positions in Å:
N  1.959  -1.501  0.302
C  0.842  -0.583  0.543
C  1.618  -2.674  1.113
C  -0.380  -1.497  0.373
C  0.144  -2.905  0.757
H  2.855  -1.089  0.592
H  0.858  -0.161  1.566
H  0.861  0.263  -0.171
H  2.271  -3.533  0.864
H  1.719  -2.478  2.198
H  -1.227  -1.170  1.006
H  -0.722  -1.485  -0.680
H  0.063  -3.597  -0.103
H  -0.416  -3.352  1.602
O  0.943  -2.385  -4.104
C  1.199  -1.847  -3.031
N  1.607  -2.569  -1.951
C  1.090  -0.354  -2.804
C  1.754  -4.009  -2.030
H  1.811  -2.083  -1.074
H  2.065  0.075  -2.518
H  0.754  0.127  -3.738
H  0.360  -0.127  -2.009
H  2.091  -4.391  -1.052
H  2.500  -4.288  -2.793
H  0.795  -4.491  -2.284

Table of Mulliken atomic charges, one value per atom, all in e:
1. N -0.451
2. C -0.905
3. C -0.907
4. C -0.359
5. C -0.343
6. H 0.198
7. H 0.395
8. H 0.341
9. H 0.331
10. H 0.389
11. H 0.445
12. H 0.154
13. H 0.124
14. H 0.396
15. O -0.683
16. C 0.642
17. N -0.073
18. C -0.885
19. C -1.056
20. H 0.624
21. H 0.280
22. H 0.324
23. H 0.102
24. H 0.283
25. H 0.312
26. H 0.320